# C13H38ClO12P4

4 unconnected molecules or ions with the total composition C13H38ClO12P4 (the ωB97M-V functional and the def2-TZVPD basis, the OMol25 dataset).

Properties
2S+1: 1
Gap between HOMO and LUMO (eV): 9.935
E_LUMO (Ha): -0.0951
HOMO (eV): -12.52
Charge: +1
E_tot (hartree): -3246.65570

Geometry as XYZ:
```
68
Properties=species:S:1:pos:R:3:forces:R:3:lowdin_charge:R:1
C -0.77607 1.92834 -1.51748 0.011 0.043 -0.294 -0.23
P -1.05248 0.18942 -1.83666 -0.076 0.056 0.001 1.05
C -2.62890 -0.31226 -2.59440 -0.011 -0.091 0.228 -0.36
C -3.82574 0.62779 -2.47348 -0.125 -0.064 -0.309 -0.77
C -3.76328 1.91832 -3.27774 -0.125 -0.133 0.096 -0.11
Cl -4.16352 0.93818 -0.74416 0.085 0.039 0.106 0.66
H -1.63890 2.38802 -1.04782 -0.034 -0.021 0.142 0.04
H -0.58998 2.41324 -2.47535 0.036 0.063 -0.013 0.08
H 0.11188 2.01113 -0.88801 -0.097 0.057 -0.031 0.02
H -0.85678 -0.54137 -0.66655 -0.014 0.032 0.075 0.05
H -0.04763 -0.22525 -2.70472 0.076 -0.157 -0.065 0.03
H -2.44544 -0.57374 -3.63649 0.058 0.164 -0.085 0.10
H -2.87437 -1.24591 -2.08468 -0.001 -0.064 -0.005 0.10
H -4.67838 0.05655 -2.83401 -0.031 -0.070 0.079 0.10
H -3.25185 2.72164 -2.75574 0.200 -0.013 -0.025 0.06
H -3.29365 1.72072 -4.24072 0.071 0.091 -0.054 0.09
H -4.77648 2.26127 -3.47175 -0.028 0.068 0.018 0.09
C 3.35749 1.22699 3.13680 0.107 -0.145 0.120 -0.07
O 2.08889 1.88519 2.95061 0.130 -0.043 -0.196 -0.19
P 1.32074 1.80591 1.57943 -0.197 0.501 0.322 0.33
O 1.40550 0.52005 0.87408 -0.033 -0.290 -0.170 -0.24
O 1.77464 3.05110 0.70455 -0.034 -0.070 0.003 -0.22
C 3.17056 3.27758 0.45425 0.067 0.031 0.028 -0.08
O -0.13277 2.27192 1.95995 -0.026 -0.154 -0.135 -0.18
C -1.22029 1.33074 1.92138 -0.138 -0.017 0.078 -0.06
H 3.41507 0.93686 4.18134 -0.056 0.020 0.013 0.10
H 3.43252 0.33951 2.50970 -0.050 0.019 -0.027 0.09
H 4.17106 1.91507 2.91505 -0.039 0.036 -0.029 0.09
H 3.70610 2.33982 0.29742 -0.015 -0.024 0.003 0.09
H 3.60810 3.82445 1.28781 -0.003 -0.025 0.024 0.10
H 3.24428 3.88338 -0.44437 -0.054 0.010 -0.001 0.09
H -1.92411 1.60407 2.70174 0.052 0.045 0.026 0.10
H -0.88860 0.30705 2.07899 0.042 0.049 0.020 0.06
H -1.71990 1.40015 0.95469 -0.037 0.019 0.070 0.03
C -4.01620 -4.15748 5.12818 0.002 -0.157 0.146 -0.08
O -3.30388 -3.58208 4.02190 -0.115 0.163 -0.036 -0.21
P -2.52720 -2.21028 4.19341 -0.124 -0.068 0.040 0.33
O -1.89573 -2.02078 5.49735 0.002 0.006 0.126 -0.22
O -3.53164 -1.06394 3.74606 0.025 -0.014 -0.168 -0.22
C -4.79858 -0.94329 4.40106 -0.079 0.006 0.070 -0.09
O -1.57396 -2.21821 2.94014 0.157 0.094 -0.143 -0.21
C -0.15098 -2.21430 3.12321 0.279 -0.038 -0.062 -0.08
H -3.97852 -5.23656 5.00859 0.029 0.004 -0.043 0.09
H -3.55227 -3.88231 6.07438 0.027 0.034 -0.030 0.09
H -5.05696 -3.83651 5.11353 0.011 0.041 -0.027 0.08
H -4.71573 -1.14447 5.46976 0.033 0.004 0.004 0.09
H -5.51730 -1.62406 3.94477 0.019 -0.028 0.014 0.09
H -5.13840 0.07913 4.26325 0.030 0.013 -0.017 0.09
H 0.28462 -2.85322 2.35884 -0.082 -0.028 -0.032 0.09
H 0.13840 -2.57745 4.10653 -0.127 0.014 0.048 0.09
H 0.22732 -1.20139 2.98967 0.025 -0.013 0.041 0.06
C 2.48081 0.54047 -1.99783 0.239 0.071 -0.079 -0.12
O 2.41059 -0.13984 -3.25487 -0.249 0.239 0.070 -0.23
P 3.72930 -0.79111 -3.88654 0.249 -0.031 -0.363 0.34
O 4.63772 -1.34730 -2.88754 0.002 0.040 0.225 -0.21
O 4.34259 0.30866 -4.84587 -0.228 -0.081 0.012 -0.20
C 4.69824 1.59269 -4.33495 0.070 0.106 0.070 -0.09
O 3.11753 -1.77102 -4.94478 -0.019 -0.061 0.057 -0.20
C 3.35891 -3.18826 -4.85040 -0.020 -0.157 -0.042 -0.07
H 1.54035 0.38806 -1.48642 0.090 -0.029 0.158 0.00
H 3.26864 0.13739 -1.36445 0.030 -0.076 -0.046 0.09
H 2.64060 1.61070 -2.15922 -0.026 -0.059 0.017 0.09
H 5.13446 1.51985 -3.33680 0.008 -0.037 -0.008 0.09
H 3.82116 2.24224 -4.31768 -0.004 -0.027 0.015 0.09
H 5.43707 2.01536 -5.00900 0.000 -0.030 -0.025 0.09
H 2.43441 -3.69243 -5.11862 -0.019 0.048 -0.022 0.09
H 3.65712 -3.47184 -3.84391 0.038 0.055 0.015 0.08
H 4.13977 -3.46242 -5.55546 0.016 0.035 0.002 0.10
```
Forces are in eV/Å.